ORCA calculation (ωB97M-V/def2-TZVPD) on C52H46BrFN3O4P2Pt as an isolated structure.

The geometry in XYZ format:
```
110
Properties=species:S:1:pos:R:3:forces:R:3
Pt 0.050300 -0.200700 -0.394700 0.975 0.784 1.347
Br -1.928600 1.006700 0.647900 -0.327 -0.301 -0.537
P -0.251700 0.600900 -2.557700 0.316 0.240 1.346
P 2.371300 -0.148300 0.396200 0.079 -0.169 -1.285
F -3.944100 -5.543500 -2.394500 0.005 0.004 0.064
O 0.421400 -1.944600 3.657300 0.064 0.054 0.153
O 2.356500 -0.484400 -2.402800 0.275 -0.419 -0.684
O 0.521400 -0.860700 1.737300 -0.170 1.038 -1.383
O -0.758100 -2.465600 -0.343900 -0.732 -0.733 0.628
N -5.562100 -6.660300 -0.279400 0.058 0.086 -0.067
N -7.833200 -7.582800 -0.166500 -0.502 0.179 0.073
N -2.985800 -3.932100 2.781800 0.277 0.151 0.111
C -3.312600 -4.294700 1.501300 0.162 0.036 -0.657
C -6.980500 -8.239700 0.857700 0.592 -0.279 0.539
C 2.875900 1.820300 3.957600 0.031 0.112 0.128
C 2.604200 -1.391500 -4.654000 0.104 -0.035 0.200
C -1.938800 0.288000 -3.155900 0.045 -0.223 0.301
C 3.578400 0.050900 -2.098700 0.351 0.370 0.342
C 2.698300 0.793100 3.047800 -0.047 -0.074 -0.114
C -3.635500 -4.503600 3.944500 -0.477 0.005 0.379
C -3.458500 -1.439600 -3.880500 -0.105 -0.013 0.017
C 0.020000 -1.714900 2.526400 -0.689 -0.686 0.064
C 4.977300 0.802900 -0.305200 -0.044 -0.030 -0.118
C -3.786800 -5.126100 -1.109800 0.270 0.236 -0.149
C 2.432000 -2.903800 0.379100 -0.097 0.091 -0.042
C 4.558200 0.393200 -3.018700 -0.213 -0.086 -0.211
C -2.556200 -3.754500 0.437800 -0.403 -0.399 -0.206
C 0.677400 -0.094200 -3.967600 0.425 -0.307 0.593
C 0.121400 2.379800 -2.598100 0.012 -0.010 0.003
C 1.579500 4.182200 -3.245500 0.078 0.171 0.005
C -4.915600 -3.755800 4.306900 0.182 -0.155 -0.028
C 2.612700 1.087100 1.692300 -0.265 0.031 -0.014
C -0.269800 4.611600 -1.779900 -0.003 0.039 -0.040
C -4.560300 -5.676400 -0.087000 0.192 0.372 0.516
C 2.917700 3.138600 3.534700 -0.025 -0.023 -0.043
C 2.757500 3.435400 2.189700 0.010 0.127 -0.019
C 4.445900 -3.146600 2.262300 0.118 -0.034 0.068
C 0.880400 -0.856500 -6.236500 -0.115 -0.012 -0.119
C -4.220900 0.824000 -3.632900 -0.146 0.027 -0.040
C 2.073800 -1.490700 -5.929400 0.008 0.090 0.165
C 3.002700 -1.765100 0.935100 -0.122 0.090 0.076
C -1.426200 -2.838900 0.640100 0.430 0.179 -0.300
C -7.282000 -7.814600 -1.524200 0.296 -0.088 -0.683
C -1.169500 -2.533900 2.023100 0.317 0.332 0.032
C -4.475100 -0.498000 -3.953500 -0.039 0.024 0.000
C 4.033500 -1.888700 1.858900 -0.078 -0.012 -0.089
C -5.983300 -6.990500 -1.629400 0.037 0.173 -0.207
C 3.844900 -4.281400 1.742800 0.012 -0.033 0.029
C -1.949700 -3.077000 2.989400 0.095 -0.038 -0.309
C -5.519000 -7.860500 0.535500 0.051 -0.124 0.028
C 5.987500 1.070500 -1.212400 0.175 0.027 0.052
C 1.926200 -0.657400 -3.690000 -0.300 0.203 -0.203
C 3.761800 0.294000 -0.734800 -0.538 -0.155 -0.142
C -2.836700 -4.166200 -0.864500 -0.264 -0.210 0.271
C -2.954900 1.227300 -3.243400 0.250 -0.057 0.035
C 2.845100 -4.157800 0.790700 0.070 -0.094 -0.025
C -0.613800 3.272400 -1.816000 -0.113 -0.112 -0.064
C 5.772100 0.882500 -2.565500 -0.094 0.029 0.078
C 2.619400 2.416500 1.269100 -0.040 -0.234 -0.061
C 0.167800 -0.188300 -5.256400 0.089 0.060 -0.005
C 1.235300 2.843400 -3.295800 -0.216 -0.174 -0.010
C -4.341300 -5.201700 1.206700 0.120 -0.151 -0.228
C 0.819400 5.072800 -2.502800 0.074 -0.056 0.032
C -2.202800 -1.049000 -3.466800 0.098 0.071 0.149
H -0.783700 0.265900 -5.489500 -0.075 -0.009 -0.045
H 2.722200 4.461600 1.858300 0.080 0.125 -0.033
H -1.719900 -2.849100 4.020400 0.068 -0.039 0.056
H -1.447000 2.918200 -1.225900 0.008 -0.057 0.104
H 3.057500 3.936100 4.249700 -0.034 0.046 0.068
H 4.378800 0.291500 -4.078400 0.036 -0.068 -0.035
H -2.930200 -4.436500 4.774600 -0.043 -0.111 -0.111
H -5.023300 -8.682600 0.000200 -0.012 0.048 0.019
H -4.955000 -7.685900 1.449700 -0.119 -0.038 -0.065
H 2.961600 1.591700 5.008600 0.005 -0.047 0.115
H 2.593300 -0.222900 3.397600 -0.019 -0.083 -0.004
H -3.830900 -5.565300 3.763500 0.099 0.102 0.044
H -7.096800 -8.882300 -1.647400 -0.111 0.050 0.157
H -6.166900 -6.058500 -2.164000 -0.039 -0.152 -0.027
H 1.081300 6.120900 -2.470700 0.051 0.040 -0.014
H 6.941300 1.430100 -0.863000 0.121 0.100 0.052
H -7.751800 -6.567900 -0.001000 -0.168 -0.236 0.051
H -3.649900 -2.472200 -4.139700 0.000 -0.051 0.001
H 2.447700 4.530900 -3.784500 0.062 0.028 -0.070
H 1.824400 2.154400 -3.882800 0.100 0.003 -0.078
H -8.000800 -7.501200 -2.281600 -0.048 -0.043 0.181
H 4.505200 -1.010100 2.274300 0.038 0.037 0.036
H 5.237600 -3.235300 2.992400 0.042 -0.037 0.052
H -8.809300 -7.878400 -0.088100 0.150 0.109 0.000
H 2.497400 2.636100 0.214300 0.001 0.096 -0.007
H -5.366800 -4.189800 5.195700 -0.073 -0.039 0.065
H -7.279100 -7.882100 1.844100 -0.104 0.048 -0.144
H 2.597900 -2.061000 -6.682500 0.037 -0.006 -0.045
H 3.531000 -1.882000 -4.400000 0.101 -0.029 0.032
H -7.124300 -9.319300 0.817200 -0.173 0.092 -0.088
H 4.155400 -5.259900 2.081900 0.029 -0.043 -0.003
H -2.262900 -3.743300 -1.673400 0.115 0.006 -0.096
H 5.130700 0.996900 0.745000 0.026 0.030 0.137
H -5.467100 -0.795500 -4.258500 -0.096 -0.017 -0.047
H -5.015900 1.551200 -3.675500 -0.103 0.094 -0.054
H -5.226000 -7.558900 -2.187400 -0.198 0.041 0.066
H -0.846400 5.297500 -1.176400 -0.064 0.018 0.034
H 1.646700 -2.795100 -0.359800 -0.072 -0.012 0.072
H 2.381500 -5.041100 0.374500 -0.022 -0.057 -0.051
H -4.979300 -5.574100 1.992700 -0.034 -0.002 0.111
H 0.490200 -0.905700 -7.239800 -0.079 -0.015 -0.133
H -5.634900 -3.787200 3.491200 -0.089 0.026 -0.050
H 6.547200 1.120100 -3.278400 0.052 0.033 -0.062
H -4.682600 -2.715000 4.515800 -0.030 0.106 0.005
H -2.763600 2.263200 -3.011800 -0.004 0.089 0.052
H -1.405800 -1.777400 -3.385000 0.007 -0.077 0.010
```
Forces are in eV/Å.

Summary:
**LUMO level (spin up / spin down)**: -3.15 / -3.15 eV
**Gap between HOMO and LUMO (spin up / spin down)**: 5.6 / 5.6 eV
**HOMO energy (spin up / spin down)**: -0.3212 / -0.3212 Eh
**Net charge**: +1

Results of the Mulliken charge analysis, in e, for atoms 1 through 5: atom 1 (Pt): 2.518, atom 2 (Br): -0.667, atom 3 (P): 0.711, atom 4 (P): 0.537, atom 5 (F): -0.372

---

ORCA calculation (ωB97M-V/def2-TZVPD) on an isolated ion of composition C2H2N3O and charge +1.

The geometry in XYZ format:
```
8
Properties=species:S:1:pos:R:3:forces:R:3
O -1.911255 -1.891734 -0.182994 -2.136 -1.659 -0.741
N 1.242023 -1.298217 -0.069833 1.703 -2.708 1.274
N -0.674324 -0.054882 0.624336 0.575 2.021 2.042
N 1.928380 -2.167122 0.098375 -0.636 1.398 -0.261
C -1.347854 -0.963868 0.114866 -0.340 -1.037 0.392
C 0.299924 -0.429636 -0.299184 0.493 2.544 -3.548
H 0.307849 0.075111 -1.286488 0.401 -0.427 0.850
H -0.819519 0.786811 1.182000 -0.060 -0.132 -0.008
```
Forces are in eV/Å.

Summary:
**LUMO level**: -5.47 eV
**Gap between HOMO and LUMO**: 9.9 eV
**HOMO energy**: -0.5661 Eh
**Net charge**: +1
**SMILES**: N#[N+][C@@H]1NC1=O

Results of the Mulliken charge analysis, in e, for atoms 1 through 5: atom 1 (O): -0.180, atom 2 (N): 0.492, atom 3 (N): -0.121, atom 4 (N): -0.240, atom 5 (C): 0.549